{
  "formula": "C6H6Si",
  "method": "ωB97M-V/def2-TZVPD",
  "species": ["C", "C", "C", "C", "C", "C", "Si", "H", "H", "H", "H", "H", "H"],
  "xyz": [[0.55, -3.45, -0.38], [1.20, 1.96, 2.15], [0.21, -2.42, -0.91], [2.12, 1.92, 1.39], [-1.47, 1.00, -0.55], [-1.46, -0.09, -1.30], [0.11, -0.90, -1.97], [0.75, -4.36, 0.11], [0.39, 1.99, 2.82], [-2.39, 1.50, -0.25], [-0.56, 1.43, -0.16], [-2.41, -0.46, -1.69], [2.94, 1.89, 0.73]],
  "lowdin_charge": [0.01, -0.01, -0.36, 0.00, -0.11, -0.41, 0.74, 0.01, 0.01, 0.05, 0.01, 0.04, 0.01],
  "homo_lumo_gap_ev": 7.549,
  "total_energy_ha": -521.487969,
  "homo_ev": -8.41,
  "relative_energy_ev": 1.972,
  "lumo_ev": -0.86,
  "multiplicity": 1
}